Record 1
C5H8O2 | wB97M-V/def2-TZVPD

```
15
Properties=species:S:1:pos:R:3:forces:R:3
O -1.4140 1.1855 1.3077 0.05 -0.06 -0.49
O -2.2814 1.3019 -2.0214 0.08 0.11 0.55
C -1.2386 0.9459 0.1324 0.07 -0.02 0.34
C 0.7277 -0.4744 0.7367 -0.02 0.02 0.09
C 1.8736 -1.3756 0.2887 0.03 -0.04 -0.04
C -0.1262 0.0779 -0.4011 0.04 -0.02 0.07
C -2.2335 1.5728 -0.8485 -0.09 -0.04 -0.44
H 2.5797 -0.8448 -0.3602 -0.12 -0.06 0.07
H 1.1226 0.3698 1.3134 -0.05 -0.12 -0.06
H 1.5097 -2.2539 -0.2567 0.03 0.14 0.05
H -0.5699 -0.7180 -1.0160 0.02 0.12 0.10
H 0.0731 -1.0209 1.4250 0.10 0.07 -0.07
H 0.4672 0.6788 -1.1064 -0.11 -0.06 0.10
H 2.4305 -1.7349 1.1609 -0.07 0.04 -0.16
H -2.9205 2.2896 -0.3543 0.03 -0.08 -0.11
```
Forces are in eV/Å.

Kohn-Sham gap = 9.438 eV
F_max = 0.6 eV/Å
charge = 0
structure (SMILES) = CCCC(=O)C=O
LUMO level = -0.01536 hartree
HOMO level = -9.9 eV
energy above the lowest of the compared OMol25 structures with the same formula, charge and spin = 18.07 kcal/mol



Record 2
C4H2O3S | wB97M-V/def2-TZVPD

```
10
Properties=species:S:1:pos:R:3:forces:R:3
S -0.1854 -2.9777 -0.9889 -0.87 0.48 -0.19
O 1.5161 1.9002 1.3814 0.59 1.16 1.12
O -1.8434 0.3981 -0.5505 1.56 0.00 0.38
O 0.3107 0.9458 -0.0097 -1.25 -0.10 1.15
C -0.5677 -0.0452 -0.3367 0.06 -0.74 -1.22
C 1.0793 -2.0879 -0.2625 1.00 0.74 0.21
C 0.0439 -1.2151 -0.6147 -1.49 -0.81 0.27
C 0.6870 0.9288 1.3459 -0.15 -0.07 -1.65
H -2.5059 -0.2995 -0.5363 0.25 -0.40 -0.06
H 1.4654 2.4525 0.5720 0.30 -0.26 -0.02
```
Forces are in eV/Å.

Kohn-Sham gap = 8.146 eV
F_max = 1.7 eV/Å
charge = 0
LUMO level = -0.02774 hartree
HOMO level = -8.9 eV
energy above the lowest of the compared OMol25 structures with the same formula, charge and spin = 95.53 kcal/mol



Record 3
C13H17N6PbS | wB97M-V/def2-TZVPD

```
38
Properties=species:S:1:pos:R:3:forces:R:3
Pb -0.8644 1.9153 -0.4018 -0.10 0.24 -0.15
S -2.0668 -0.5128 0.0074 0.08 -0.22 0.07
N -1.2597 2.5231 1.8061 0.01 -0.04 -0.12
N -1.3953 2.9725 3.9282 -0.05 0.04 0.04
N 1.6015 1.0967 -0.2428 -0.01 -0.06 0.06
N -0.5692 -0.8228 -2.1150 0.06 0.50 -0.99
N -2.2221 -2.4520 -1.8297 0.12 -0.28 -0.16
N 0.5922 -0.9281 -1.8909 0.09 -0.12 0.70
C 2.1811 1.9715 0.5780 -0.09 0.05 -0.03
C 3.5595 2.0999 0.7347 0.05 -0.01 0.02
C -2.1575 3.5750 1.9801 0.07 -0.06 -0.02
C 3.7980 0.3687 -0.8806 0.10 -0.03 -0.03
C -2.2440 3.8541 3.3018 0.04 -0.03 0.00
C -3.0183 -4.1794 -0.2229 0.09 0.05 -0.05
C -3.4185 -3.1002 -1.2186 -0.06 -0.19 0.16
C -1.6201 -1.4199 -1.3550 -0.21 0.17 0.80
C 4.3839 1.2993 -0.0231 0.02 0.01 -0.01
C 2.4209 0.2858 -0.9540 -0.04 -0.03 0.03
C 2.6897 -1.6776 -2.6771 -0.02 -0.05 -0.04
C -0.8211 2.1884 3.0172 -0.09 0.00 -0.02
C 1.8474 -0.7502 -1.8463 -0.03 -0.13 -0.23
H 4.4287 -0.2725 -1.4801 -0.02 -0.01 0.03
H 1.5208 2.6220 1.1453 0.04 -0.02 0.00
H -1.2402 2.9212 4.9269 0.01 -0.01 0.00
H -3.9872 -3.5191 -2.0455 0.02 0.06 -0.07
H 2.0751 -2.3494 -3.2707 -0.02 0.02 0.01
H -1.8357 -2.9083 -2.6525 -0.04 0.03 -0.03
H -4.0142 -2.3212 -0.7473 0.04 0.09 -0.06
H 3.9581 2.8185 1.4387 -0.02 0.03 -0.05
H 3.3123 -1.0850 -3.3501 0.00 0.04 0.02
H -2.4323 -4.9658 -0.6992 -0.02 0.01 0.01
H 3.3328 -2.2719 -2.0262 0.01 0.02 0.02
H -2.4510 -3.7624 0.6101 -0.02 -0.02 0.00
H -0.1241 1.3992 3.2484 -0.02 0.02 0.02
H -2.6756 4.0482 1.1604 0.03 0.00 0.02
H 5.4617 1.3815 0.0374 -0.02 -0.01 0.02
H -2.8220 4.5915 3.8329 0.02 -0.03 0.03
H -3.9242 -4.6343 0.1755 0.01 0.01 -0.01
```
Forces are in eV/Å.

Kohn-Sham gap = 7.007 eV
F_max = 1.1 eV/Å
charge = +3
LUMO level = -0.41806 hartree
HOMO level = -18.4 eV



- Among the records above, which one has the highest HOMO level?
  C4H2O3S